# C34H26BrF6FeN2O4PS5

C34H26BrF6FeN2O4PS5 as an isolated structure at a distorted geometry (ωB97M-V with the def2-TZVPD basis set, OMol25).

Structure (XYZ):
```
80
Properties=species:S:1:pos:R:3:forces:R:3
Fe -1.16490 0.69480 -0.62070 -0.94 -0.58 -0.23
O -1.94965 -3.18706 -0.53608 0.00 0.06 -0.16
S -1.66826 -2.50783 0.70982 0.04 -0.17 0.40
O -2.55262 -2.86257 1.80194 0.14 0.07 0.09
O -1.44324 -1.05937 0.58985 -0.49 -0.83 0.45
C -0.03496 -3.11929 1.15113 -0.09 0.33 -0.28
C 0.06929 -4.18926 2.02541 -0.06 -0.10 0.11
C 1.30681 -4.74833 2.29345 -0.01 0.05 -0.08
C 2.43326 -4.23096 1.66920 0.12 -0.09 0.01
C 2.32854 -3.15042 0.80941 -0.14 -0.08 -0.04
C 1.08981 -2.56615 0.53234 -0.13 -0.07 0.18
P 0.95451 -1.07385 -0.58422 1.28 -0.76 -0.13
C 2.63984 -0.41389 -0.14945 -0.03 0.22 0.05
C 3.82180 -0.41663 -0.88624 -0.03 -0.10 0.03
C 4.93917 0.28539 -0.45098 0.09 0.02 -0.01
C 4.90743 0.99823 0.73608 0.01 -0.07 0.01
C 3.77067 0.93048 1.53155 0.05 0.04 0.04
C 2.66024 0.23284 1.09223 -0.06 -0.10 -0.04
C 1.23194 -1.93126 -2.19129 0.07 0.07 -0.16
C 0.54054 -3.10904 -2.48574 0.02 0.05 0.08
C 0.66522 -3.71274 -3.72655 0.03 -0.09 -0.02
C 1.46962 -3.15432 -4.70899 0.03 0.03 -0.01
C 2.12457 -1.96225 -4.44576 0.02 -0.01 -0.10
C 1.99756 -1.35468 -3.20628 -0.10 -0.03 0.05
H -0.83458 -4.56221 2.48915 -0.01 0.01 0.00
H 1.40029 -5.58343 2.97691 -0.04 -0.01 0.02
H 3.40423 -4.67707 1.85247 0.02 0.04 0.02
H 3.22423 -2.76174 0.34388 0.01 0.02 0.00
H 3.90082 -0.99203 -1.79692 -0.03 0.05 -0.01
H 5.84339 0.26816 -1.04929 -0.02 0.04 -0.03
H 5.76287 1.58595 1.04708 0.03 -0.05 0.04
H 3.74581 1.43696 2.48897 -0.05 0.01 0.00
H 1.77887 0.17248 1.72069 -0.04 0.14 0.03
H -0.14332 -3.52441 -1.75910 0.00 -0.07 0.07
H 0.12186 -4.62708 -3.93292 -0.05 0.02 0.04
H 1.56955 -3.62977 -5.67775 -0.02 -0.01 0.00
H 2.73004 -1.49063 -5.21165 -0.01 0.02 0.00
H 2.48149 -0.40659 -3.04416 0.00 0.11 -0.04
Br -0.81873 2.00601 6.82847 -0.03 0.01 -0.01
C -0.67130 1.95845 4.92278 0.04 0.00 0.08
C -1.34091 0.98185 4.20113 0.09 0.07 0.09
C -1.18790 0.93323 2.83271 0.10 0.02 -0.29
C -0.37541 1.84819 2.13584 -0.01 0.07 0.63
C 0.25421 2.84970 2.90876 -0.02 -0.05 -0.26
C 0.11898 2.89516 4.28518 -0.09 -0.04 0.11
N -0.21441 1.70522 0.77489 0.68 0.53 -0.44
C 0.76074 2.39500 0.16269 0.10 0.33 0.60
C 1.04025 2.26627 -1.19463 0.23 -0.01 -0.42
C 2.06484 3.03252 -1.81549 -0.01 0.02 0.11
C 2.25971 2.94509 -3.16354 -0.09 -0.07 0.00
C 1.43792 2.08228 -3.91264 0.06 0.05 0.00
C 0.48979 1.32961 -3.24649 0.03 -0.16 -0.16
N 0.29138 1.37403 -1.93118 0.70 0.61 0.30
H -1.97334 0.26263 4.70481 0.01 -0.02 -0.02
H -1.68636 0.17518 2.25425 -0.08 -0.07 -0.02
H 0.83993 3.62769 2.43941 0.00 -0.03 0.01
H 0.62109 3.66369 4.85874 -0.01 0.01 -0.02
H 1.41195 3.05929 0.72174 0.01 -0.05 -0.03
H 2.65581 3.69717 -1.19712 0.03 0.00 -0.01
H 3.02499 3.53822 -3.65195 0.01 0.00 0.03
H 1.54064 1.99257 -4.98515 -0.03 -0.02 0.00
H -0.14528 0.65387 -3.80062 -0.03 -0.09 0.08
S -2.19393 -0.55247 -2.19408 -0.48 -0.49 -0.48
S -2.66461 0.55938 -3.80662 -0.20 0.95 -0.02
S -3.06860 2.59333 -3.16271 0.24 -0.57 -0.10
S -1.96485 3.00212 -1.60199 -0.68 0.59 -0.44
C -4.41155 0.11399 1.90292 0.15 0.09 -0.14
C -4.20225 1.18190 0.79677 -0.31 0.10 0.01
O -3.03795 1.15627 0.15824 -0.17 0.27 0.32
C -5.39106 1.00355 -0.20701 -0.27 -0.17 -0.07
F -5.42487 1.91727 -1.18944 0.13 -0.10 0.00
F -5.35342 -0.20510 -0.78722 0.11 0.11 0.08
F -6.62475 1.08027 0.39364 0.13 0.03 -0.04
C -4.40959 2.57696 1.47905 -0.15 0.11 0.22
F -4.51900 3.60460 0.61870 0.09 -0.07 0.01
F -5.52833 2.63823 2.26583 0.10 -0.03 -0.07
F -3.38432 2.86850 2.30011 -0.01 -0.04 -0.12
H -3.93239 -0.80911 1.58533 -0.05 0.01 -0.02
H -5.46953 -0.05830 2.09539 0.01 -0.03 0.08
H -3.94031 0.45522 2.82299 0.03 -0.05 0.04
```
Forces are in eV/Å.

## Properties
- gap between HOMO and LUMO (alpha / beta) (hartree) = 0.1791 / 0.1979
- multiplicity = 5
- largest force on an atom (eV/Å) = 1.490
- HOMO energy (alpha / beta) (eV) = -0.9 / -1.4
- LUMO energy (alpha / beta) (eV) = 3.944 / 3.942
- E (eV) = -231053.6300
- net charge = -2

***

# C34H26Cl4N4O4Zr

C34H26Cl4N4O4Zr as an isolated structure (ωB97M-V with the def2-TZVPD basis set, OMol25).

Structure (XYZ):
```
73
Properties=species:S:1:pos:R:3:forces:R:3
Zr -0.07009 0.00464 0.20819 -0.02 -0.14 -0.24
O -3.54415 -2.56046 -0.13432 -0.01 -0.01 -0.03
C -2.62715 -1.77429 -0.30299 0.05 0.03 0.06
N -1.41833 -1.73627 0.31212 0.03 -0.03 0.02
C -0.99890 -2.82258 1.12037 -0.03 0.00 0.00
C -1.49030 -4.12201 1.03230 0.01 -0.03 0.00
C -0.90695 -5.13503 1.78075 0.01 0.01 0.00
C 0.16359 -4.86094 2.61538 0.00 0.02 -0.01
C 0.65429 -3.56668 2.71893 0.02 -0.02 0.03
C 0.07278 -2.54183 1.97929 -0.07 -0.02 0.03
N 0.51901 -1.19564 1.95481 0.08 0.06 0.00
C 1.19255 -0.69425 3.02309 -0.02 -0.08 -0.11
O 1.44156 -1.23313 4.08791 -0.01 0.02 0.03
C 1.69570 0.70491 2.78692 0.01 -0.01 0.14
C 2.32892 1.38987 3.80879 0.01 0.04 -0.06
C 2.82844 2.65244 3.54284 -0.01 -0.02 0.02
C 2.68532 3.17434 2.26568 0.02 0.00 0.00
C 2.02877 2.42698 1.30643 -0.01 0.00 0.00
N 1.53553 1.20937 1.56231 -0.05 0.00 -0.07
C -2.77148 -0.70647 -1.35741 -0.01 -0.09 0.11
C -3.94374 -0.61019 -2.08454 0.01 0.09 -0.09
C -4.00422 0.31400 -3.11324 0.02 -0.03 0.03
C -2.88675 1.09396 -3.37868 -0.04 -0.02 0.01
C -1.76499 0.94769 -2.58521 0.02 0.04 0.02
N -1.70655 0.06595 -1.58064 -0.06 0.02 -0.06
H -2.32826 -4.33397 0.38917 0.00 -0.01 0.00
H -1.29865 -6.14125 1.70613 0.00 0.00 0.00
H 0.62073 -5.64948 3.19879 0.00 -0.01 0.00
H 1.47479 -3.34803 3.38220 0.00 0.00 0.00
H 2.41280 0.90940 4.77238 0.00 -0.01 0.00
H 3.32456 3.22147 4.31818 0.01 0.00 -0.01
H 3.06716 4.15177 2.00710 0.00 0.00 0.01
H 1.89054 2.79554 0.29987 0.00 -0.01 0.00
H -4.76043 -1.26845 -1.82708 0.00 0.00 0.00
H -4.90381 0.42150 -3.70501 0.00 0.00 0.00
H -2.87942 1.81890 -4.18032 -0.01 0.00 0.00
H -0.87848 1.54571 -2.74584 0.01 -0.01 0.00
C 4.35509 -0.62240 0.80400 0.01 -0.01 0.02
C 3.96912 0.08275 -0.49107 0.00 0.01 0.00
C 5.16079 0.06846 -1.45557 0.02 -0.02 0.00
C 2.74696 -0.50768 -1.17034 0.04 0.03 -0.08
C 2.26174 0.07164 -2.34956 -0.04 0.00 0.04
C 1.22079 -0.49852 -3.05841 0.02 -0.02 0.01
C 0.60171 -1.67217 -2.62050 -0.03 0.08 0.01
C -0.52100 -2.30665 -3.38834 0.00 -0.03 -0.03
C 1.05857 -2.24015 -1.43783 0.05 0.01 0.14
C 2.11621 -1.66794 -0.72183 0.03 -0.09 0.02
H 5.17265 -0.08612 1.28696 0.01 -0.01 0.00
H 4.70093 -1.63951 0.60379 0.01 0.00 0.00
H 3.53318 -0.68528 1.51637 -0.01 0.01 -0.02
H 3.74132 1.12874 -0.26326 -0.01 0.00 0.00
H 5.41068 -0.95811 -1.73240 0.00 0.00 0.00
H 6.03539 0.51306 -0.97852 0.00 0.00 0.00
H 4.95899 0.62432 -2.37069 -0.02 0.00 0.00
H 2.69242 1.00105 -2.70143 0.01 0.00 0.00
H 0.86610 -0.01662 -3.96223 0.00 0.00 0.00
H -1.23292 -2.78529 -2.71460 0.01 0.00 0.01
H -0.13620 -3.08002 -4.05684 0.00 0.02 -0.01
H -1.05266 -1.57353 -3.99593 0.00 0.00 0.01
H 0.59811 -3.14509 -1.05913 0.00 0.01 0.01
H 2.45503 -2.16252 0.17855 -0.01 -0.01 -0.01
Cl -1.38041 6.52072 -1.61173 0.00 0.01 -0.01
C -1.39554 4.99628 -0.80972 0.01 -0.02 0.01
C -2.30383 4.74645 0.21246 0.01 0.02 -0.02
Cl -3.42580 5.96220 0.69292 0.00 -0.01 0.00
C -2.31204 3.50241 0.85483 -0.04 0.00 0.03
Cl -3.42743 3.14199 2.11482 0.02 0.01 -0.02
C -1.41127 2.52543 0.47222 0.00 -0.01 0.03
O -1.35347 1.30114 1.01744 -0.01 0.04 0.05
C -0.48733 2.77257 -0.55962 0.08 -0.03 -0.03
O 0.33714 1.77436 -0.87284 -0.07 0.13 0.01
C -0.48814 4.00404 -1.19456 0.00 0.05 -0.01
Cl 0.65129 4.25413 -2.47149 -0.02 0.00 0.02
```
Forces are in eV/Å.

## Properties
- gap between HOMO and LUMO (hartree) = 0.2690
- largest force on an atom (eV/Å) = 0.277
- HOMO energy (eV) = -7.8
- LUMO energy (eV) = -0.516
- E (eV) = -101208.2968
- net charge = 0

***

# C34H26F3N6SY

C34H26F3N6SY as an isolated structure at a distorted geometry (ωB97M-V with the def2-TZVPD basis set, OMol25).

Structure (XYZ):
```
71
Properties=species:S:1:pos:R:3:forces:R:3
Y -0.02098 1.17952 -0.97570 0.23 -0.24 -1.18
C 3.53749 1.02903 -1.74650 0.02 -0.03 0.04
N 2.27404 1.75347 -1.70452 -0.19 0.15 0.26
C 2.34677 3.04680 -1.84624 0.04 -0.25 -0.08
C 1.22294 3.89415 -1.78130 -0.23 0.34 -0.05
C 1.14190 5.28403 -1.94474 0.24 -0.18 0.02
C -0.19969 5.61986 -1.81465 -0.19 0.00 0.02
C -0.88392 4.42368 -1.57990 0.01 0.18 -0.05
N -0.04387 3.37869 -1.55710 0.05 0.18 -0.03
C 4.19795 0.84229 -0.39055 -0.07 0.02 -0.01
C 3.55850 1.14870 0.80481 0.05 0.02 -0.08
C 4.19395 0.93032 2.02080 0.00 -0.01 0.03
C 5.47714 0.41026 2.05413 -0.01 0.02 0.06
C 6.12238 0.09908 0.86412 0.03 -0.05 -0.03
C 5.48571 0.31223 -0.34691 -0.03 -0.01 -0.02
H 4.24568 1.53978 -2.40746 -0.03 0.01 -0.02
H 3.35366 0.04403 -2.18326 0.03 -0.01 -0.02
H 3.31345 3.51706 -2.03993 0.01 -0.02 0.01
H 1.97190 5.94917 -2.12916 -0.01 -0.01 -0.01
H -0.63842 6.60216 -1.88142 0.01 -0.01 0.00
H -1.94599 4.28697 -1.43541 0.01 -0.02 0.02
H 2.55681 1.55970 0.80645 0.00 0.04 0.02
H 3.67706 1.16907 2.94165 0.00 0.00 0.00
H 5.97559 0.25493 3.00223 0.00 -0.03 -0.01
H 7.12219 -0.31602 0.88111 0.00 0.03 0.00
H 5.98954 0.06549 -1.27541 0.02 0.00 0.01
S -2.28314 0.78449 -2.40637 0.45 -0.04 0.16
C -2.17178 -0.96912 -2.48065 -0.49 0.61 -0.17
N -3.12146 -1.70289 -3.01854 0.29 -0.24 0.10
N -4.14447 -1.08388 -3.50620 -0.15 0.27 -0.05
C -5.21696 -1.76242 -4.09073 -0.23 -0.36 -0.16
C -6.28591 -1.02224 -4.58804 0.13 0.07 0.09
C -7.36349 -1.67286 -5.16348 -0.03 -0.02 -0.05
C -7.38499 -3.05692 -5.25054 -0.02 -0.01 0.01
C -6.31153 -3.79073 -4.76180 -0.06 0.04 -0.05
C -5.22807 -3.15466 -4.18410 0.14 0.17 0.09
N -1.17441 -1.74991 -2.01585 0.73 -0.76 0.32
N -0.14936 -1.25324 -1.46233 -0.89 0.27 -0.39
C 0.76631 -2.22330 -0.98253 0.45 -0.35 0.24
C 1.93419 -1.74565 -0.39377 -0.33 0.05 -0.12
C 2.87802 -2.62076 0.11391 0.16 0.03 0.06
C 2.66368 -3.98833 0.04471 -0.03 0.04 0.00
C 1.49426 -4.47161 -0.53288 0.07 0.00 0.03
C 0.54763 -3.60355 -1.04337 -0.10 0.25 -0.10
H -4.15797 -0.06660 -3.44451 -0.06 0.04 -0.02
H -6.26861 0.05946 -4.51855 -0.01 -0.01 -0.01
H -8.19053 -1.09439 -5.55387 0.00 0.02 0.03
H -8.23509 -3.55996 -5.69155 0.02 0.00 -0.02
H -6.31958 -4.87013 -4.83896 0.02 0.00 0.04
H -4.38432 -3.70773 -3.79836 -0.02 -0.05 -0.01
H 2.09840 -0.67627 -0.31216 0.04 -0.07 0.03
H 3.78103 -2.22654 0.56355 -0.01 0.02 0.02
H 3.39696 -4.67384 0.44850 0.00 0.00 -0.02
H 1.32085 -5.53893 -0.58149 -0.02 0.01 -0.01
H -0.36425 -3.96951 -1.48900 -0.03 -0.03 -0.02
F -0.11488 1.54579 8.81765 -0.03 -0.11 -0.03
C -0.45203 0.43520 8.13882 0.00 -0.03 0.13
F -1.68292 0.07030 8.55792 0.13 0.03 -0.01
F 0.39138 -0.54408 8.53490 -0.09 0.10 -0.01
C -0.40912 0.63009 6.65455 0.01 0.01 -0.04
C -0.74171 -0.44651 5.83980 0.02 0.06 0.01
C -0.70621 -0.30107 4.46742 0.00 0.00 0.05
C -0.33824 0.92242 3.89550 -0.01 -0.08 0.08
C -0.00858 1.99375 4.72598 0.00 0.01 -0.04
C -0.04329 1.84773 6.10250 -0.02 -0.06 0.07
C -0.29484 1.04183 2.47113 0.02 0.02 -0.08
C -0.26292 1.09676 1.25325 -0.02 0.01 1.05
H -1.02286 -1.39092 6.28769 -0.01 -0.01 -0.03
H -0.95904 -1.12918 3.81974 0.00 0.00 0.00
H 0.27463 2.94079 4.28717 -0.01 -0.01 -0.02
H 0.21347 2.67465 6.74972 0.00 0.01 -0.03
```
Forces are in eV/Å.

## Properties
- gap between HOMO and LUMO (hartree) = 0.2380
- largest force on an atom (eV/Å) = 1.230
- HOMO energy (eV) = -7.6
- LUMO energy (eV) = -1.136
- E (eV) = -64651.9483
- net charge = 0

***

# C34H27AsBrN2O2Rh

C34H27AsBrN2O2Rh as an isolated structure (ωB97M-V with the def2-TZVPD basis set, OMol25).

Structure (XYZ):
```
68
Properties=species:S:1:pos:R:3:forces:R:3
Rh -0.21183 -0.41922 0.24192 0.47 -0.20 -0.06
O 2.36813 0.98817 -1.89884 -0.09 -0.11 0.00
C 3.40709 1.61241 -1.27398 0.11 0.13 0.07
C 4.43339 2.14682 -2.04097 -0.11 -0.05 0.09
C 5.48050 2.80165 -1.41471 0.03 0.02 0.02
C 5.52328 2.92230 -0.03093 -0.02 -0.01 0.03
C 4.49352 2.39415 0.73006 0.04 -0.05 -0.03
C 3.42763 1.74068 0.11919 -0.01 0.05 -0.08
C 2.25672 1.26600 0.94615 -0.14 0.16 0.01
O 1.75714 0.04333 0.67314 0.07 0.05 -0.21
N 1.16749 2.31684 0.74944 0.02 -0.13 0.07
N -0.05004 1.94498 0.64208 0.02 -0.01 0.18
C -1.02835 2.83625 0.52731 -0.01 -0.04 -0.06
C -2.35515 2.41304 0.44583 0.00 0.09 0.03
Br -2.68662 0.53826 0.44849 -0.26 0.03 -0.05
C -3.47245 3.21955 0.29936 0.06 -0.09 -0.03
C -3.58232 4.61482 0.52958 0.00 0.13 0.05
C -4.62996 5.30085 -0.12816 0.03 -0.04 0.01
C -4.77034 6.66187 0.01513 0.01 0.01 0.01
C -3.90509 7.35750 0.85564 0.00 0.02 0.00
C -2.90377 6.69140 1.56451 -0.01 0.00 -0.01
C -2.73920 5.33561 1.40810 -0.03 -0.01 -0.04
H 2.02449 0.33753 -1.26440 0.00 -0.05 -0.05
H 4.39934 2.04040 -3.11637 -0.02 -0.02 -0.01
H 6.28028 3.21423 -2.01472 0.01 0.00 0.00
H 6.35527 3.41825 0.44757 0.00 0.01 0.01
H 4.51822 2.47255 1.81075 0.01 0.02 0.02
H 2.49977 1.38366 2.01649 0.04 -0.02 -0.03
H 1.42268 3.30510 0.76873 -0.01 0.02 -0.05
H -0.79465 3.89216 0.43236 -0.04 0.03 0.01
H -4.37199 2.72571 -0.05351 -0.01 -0.01 -0.01
H -5.30419 4.74814 -0.76935 -0.01 -0.01 -0.01
H -5.55629 7.18664 -0.50884 -0.01 0.00 0.00
H -4.03013 8.42418 0.98600 0.00 0.01 0.00
H -2.27953 7.23936 2.25605 0.01 0.00 0.01
H -2.01978 4.81113 2.02135 0.02 -0.02 0.01
C -0.08900 -7.46693 2.30724 0.01 0.00 0.01
C -0.95929 -7.03590 1.31598 -0.01 -0.02 0.00
C -1.01589 -5.69372 0.97250 -0.01 0.04 -0.10
C -0.19277 -4.79418 1.63720 0.02 0.01 0.10
C 0.67034 -5.21301 2.64433 -0.02 0.04 0.03
C 0.72608 -6.55953 2.96918 -0.01 -0.02 0.00
As -0.17355 -2.92021 1.17545 0.07 0.20 -0.20
C 1.14838 -2.70201 -0.23147 0.04 -0.25 0.11
C 2.52960 -2.83658 -0.10811 -0.05 0.04 -0.02
C 3.31992 -2.64241 -1.22214 0.01 0.02 0.02
C 2.75065 -2.27774 -2.44981 -0.03 0.04 0.00
C 1.38969 -2.10217 -2.57521 0.06 0.07 0.06
C 0.57323 -2.31823 -1.45790 -0.12 0.02 0.02
C -0.90166 -2.24486 -1.44030 -0.03 0.03 0.06
C -1.72713 -1.88607 -2.51967 -0.01 -0.01 0.04
C -3.09516 -1.96021 -2.38047 0.01 0.00 0.00
C -3.67511 -2.36969 -1.17116 0.00 0.01 -0.02
C -2.88376 -2.68557 -0.08547 0.02 -0.02 -0.03
C -1.49059 -2.63935 -0.21951 -0.14 -0.09 0.06
H -0.04898 -8.51543 2.56850 0.00 -0.01 0.00
H -1.59462 -7.74665 0.80541 0.00 0.00 -0.01
H -1.68686 -5.36614 0.18755 0.01 0.00 0.02
H 1.29060 -4.50414 3.18019 -0.01 0.00 -0.01
H 1.39753 -6.89849 3.74584 0.01 0.01 0.01
H 2.97840 -3.10010 0.84075 -0.01 -0.02 -0.01
H 4.39137 -2.77327 -1.15201 0.00 0.00 0.00
H 3.39147 -2.12634 -3.30727 0.00 0.00 -0.02
H 0.96381 -1.81027 -3.52524 0.00 -0.01 -0.02
H -1.29133 -1.58200 -3.46174 0.00 0.00 -0.02
H -3.73232 -1.71422 -3.21897 0.00 0.01 -0.01
H -4.75165 -2.44289 -1.09310 -0.01 0.00 0.00
H -3.33471 -2.99797 0.84897 0.00 -0.01 0.00
```
Forces are in eV/Å.

## Properties
- relative energy (zero: lowest compared OMol25 entry of this formula, charge and spin) (eV) = 0.0000
- gap between HOMO and LUMO (alpha / beta) (hartree) = 0.2336 / 0.1693
- multiplicity = 5
- largest force on an atom (eV/Å) = 0.510
- HOMO energy (alpha / beta) (eV) = -13.2 / -13.2
- LUMO energy (alpha / beta) (eV) = -6.832 / -8.569
- E (eV) = -176641.8237
- net charge = +2